(1)
{
  "formula": "C3H2FO3",
  "method": "ωB97M-V/def2-TZVPD",
  "species": ["C", "C", "C", "O", "O", "O", "F", "H", "H"],
  "coordinates": [[2.933, 0.385, 0.049], [1.266, 0.199, -0.231], [-1.128, 1.162, 0.364], [3.503, 1.252, -0.593], [3.320, -0.433, 0.837], [0.299, 1.084, 0.161], [-1.360, 2.556, 0.231], [0.998, -0.825, -0.565], [-1.934, 0.756, -0.278]],
  "forces_ev_per_a": [[-2.25, 1.45, -1.15], [-0.88, 1.03, 0.85], [1.72, 1.04, 0.17], [-0.04, 0.69, -0.62], [0.45, -2.03, 1.69], [0.06, -1.55, -1.21], [0.11, -0.66, 0.36], [-0.45, 0.67, 0.29], [1.27, -0.65, -0.36]],
  "relative_energy_kj_mol": 507.7,
  "e_tot_ev": -12000.278,
  "homo_lumo_gap_ha": [0.24969, 0.30874],
  "charge": -1,
  "homo_energy_ha": [-0.118, -0.157],
  "fmax_ev_per_a": 2.9,
  "e_lumo_ev": [3.58, 4.14]
}

(2)
{
  "formula": "C15H40FNO13S5Si2",
  "method": "ωB97M-V/def2-TZVPD",
  "species": ["F", "C", "C", "Si", "O", "Si", "N", "C", "S", "H", "H", "H", "H", "H", "H", "H", "H", "O", "S", "O", "O", "C", "C", "C", "H", "H", "H", "H", "H", "H", "H", "H", "O", "S", "O", "O", "C", "C", "C", "H", "H", "H", "H", "H", "H", "H", "H", "O", "S", "O", "O", "C", "C", "C", "H", "H", "H", "H", "H", "H", "H", "H", "O", "S", "O", "O", "C", "C", "C", "H", "H", "H", "H", "H", "H", "H", "H"],
  "coordinates": [[1.462, -3.188, 3.177], [0.696, -2.106, 2.787], [1.537, -1.169, 1.958], [0.993, 0.627, 2.028], [-0.612, 0.838, 2.470], [-1.782, 0.528, 1.349], [-2.316, -1.169, 1.507], [-2.932, -1.382, 2.535], [-3.705, -1.634, 3.866], [0.395, -1.608, 3.701], [-0.144, -2.506, 2.245], [2.519, -1.189, 2.414], [1.665, -1.537, 0.950], [1.316, 1.359, 0.786], [1.787, 1.276, 3.093], [-1.369, 0.832, -0.023], [-2.952, 1.353, 1.688], [-0.127, 5.435, -0.920], [-1.365, 4.960, -0.385], [-1.711, 3.577, -0.492], [-2.550, 5.839, -0.972], [-2.623, 5.996, -2.406], [-3.214, 4.779, -3.089], [-1.522, 5.465, 1.293], [-1.635, 6.236, -2.801], [-3.259, 6.863, -2.568], [-2.547, 3.921, -3.015], [-3.383, 4.989, -4.145], [-4.159, 4.500, -2.626], [-1.309, 6.528, 1.359], [-0.797, 4.895, 1.869], [-2.530, 5.244, 1.632], [-7.272, -4.358, 4.760], [-7.232, -5.098, 3.537], [-8.341, -5.911, 3.149], [-5.909, -5.982, 3.521], [-5.654, -6.827, 4.661], [-6.479, -8.099, 4.632], [-6.798, -4.031, 2.209], [-5.819, -6.265, 5.581], [-4.594, -7.066, 4.611], [-7.538, -7.886, 4.772], [-6.157, -8.771, 5.427], [-6.370, -8.604, 3.673], [-5.921, -3.459, 2.496], [-7.644, -3.370, 2.036], [-6.605, -4.632, 1.325], [3.732, -0.542, -1.781], [3.607, -1.539, -2.801], [2.401, -2.295, -2.923], [4.839, -2.534, -2.689], [5.110, -3.124, -1.399], [4.176, -4.276, -1.084], [4.021, -0.839, -4.360], [5.071, -2.356, -0.626], [6.137, -3.478, -1.455], [3.155, -3.928, -0.934], [4.501, -4.782, -0.175], [4.161, -4.993, -1.904], [4.965, -0.309, -4.269], [3.223, -0.150, -4.625], [4.088, -1.638, -5.094], [6.007, 2.937, -3.980], [5.622, 4.161, -3.345], [6.396, 4.691, -2.269], [4.106, 4.045, -2.896], [3.734, 2.899, -2.096], [4.120, 3.051, -0.642], [5.396, 5.411, -4.563], [4.167, 1.993, -2.520], [2.653, 2.817, -2.186], [5.201, 3.041, -0.509], [3.696, 2.228, -0.066], [3.752, 3.996, -0.241], [4.763, 5.019, -5.354], [6.380, 5.663, -4.952], [4.943, 6.279, -4.092]],
  "forces_ev_per_a": [[0.39, -0.63, 0.14], [0.31, 0.35, 0.04], [-0.33, 0.12, -0.11], [0.66, 0.34, 0.63], [0.33, -0.45, -1.04], [-0.79, 0.33, 0.19], [-0.31, 0.53, 0.87], [0.56, -0.05, -0.89], [-0.18, -0.19, 0.15], [-0.42, 0.00, 0.27], [-0.47, 0.04, -0.10], [0.41, 0.20, 0.11], [-0.05, -0.09, -0.40], [-0.23, -0.11, -0.13], [-0.12, 0.00, 0.09], [0.26, -0.34, -0.02], [-0.01, -0.03, 0.07], [0.15, -0.14, -0.14], [-0.30, 0.32, 0.25], [0.14, -0.22, -0.03], [0.02, 0.02, 0.12], [-0.09, -0.02, -0.59], [0.10, -0.17, 0.16], [-0.03, 0.04, 0.04], [0.06, -0.04, 0.14], [-0.01, 0.04, 0.22], [0.02, 0.01, -0.01], [-0.01, 0.07, 0.00], [-0.05, 0.06, -0.03], [0.01, 0.01, -0.02], [0.03, -0.04, -0.04], [-0.01, -0.02, -0.02], [-0.16, 0.00, 0.17], [0.37, -0.01, -0.27], [-0.20, 0.01, 0.09], [0.02, 0.10, -0.10], [0.06, -0.41, 0.40], [-0.20, 0.10, -0.10], [0.06, 0.03, -0.06], [-0.07, 0.11, -0.08], [0.03, 0.13, -0.17], [0.00, 0.01, 0.02], [0.07, 0.02, 0.01], [0.07, -0.03, 0.01], [0.03, 0.02, 0.02], [-0.05, -0.02, 0.06], [-0.01, -0.03, 0.01], [-0.19, 0.12, 0.27], [0.40, -0.13, -0.40], [-0.20, 0.07, 0.13], [0.01, 0.08, -0.09], [0.05, -0.32, 0.49], [-0.20, 0.10, -0.11], [0.08, 0.02, -0.02], [-0.06, 0.10, -0.11], [0.03, 0.09, -0.20], [0.01, 0.01, 0.02], [0.07, 0.02, 0.00], [0.07, -0.03, 0.01], [0.00, 0.02, 0.02], [-0.04, -0.01, 0.05], [-0.02, -0.03, 0.01], [0.18, -0.14, 0.04], [-0.46, 0.19, -0.11], [0.23, -0.07, 0.05], [0.03, 0.09, -0.10], [-0.18, -0.51, 0.40], [0.23, 0.19, 0.05], [-0.03, 0.03, -0.05], [0.08, 0.09, -0.09], [-0.01, 0.20, -0.16], [0.01, -0.04, -0.04], [-0.05, -0.02, -0.05], [-0.10, -0.03, 0.00], [-0.01, -0.02, 0.00], [0.04, -0.03, 0.04], [0.00, 0.00, 0.03]],
  "e_tot_ev": -116961.319,
  "homo_lumo_gap_ha": 0.37892,
  "homo_energy_ha": -0.363,
  "fmax_ev_per_a": 1.2,
  "e_lumo_ev": 0.43
}